7
Properties=species:S:1:pos:R:3:forces:R:3:nbo_charge:R:1 method="wB97M-V/def2-TZVPD" gap_ha="0.2425 / 0.2755" homo_energy_ev="-7.87 / -8.42" lumo_energy_ev="-1.27 / -0.92"
C -0.6471 0.3654 0.0855 1.49 -1.93 -0.08 0.14
N 0.3320 1.1239 -0.3607 2.22 0.37 0.58 -0.81
S -2.1750 0.1291 0.3465 0.63 0.56 -0.17 0.18
S 0.8254 -1.9544 0.0626 0.92 2.88 -1.44 -0.46
H 0.0752 2.0417 -0.6814 -0.31 0.36 -0.13 0.40
H 1.4292 1.0773 -0.2011 -3.47 -0.89 -0.18 0.46
H 0.1604 -2.7830 0.7486 -1.48 -1.36 1.43 0.10

7
Properties=species:S:1:pos:R:3:forces:R:3:nbo_charge:R:1 method="wB97M-V/def2-TZVPD" gap_ha=0.3356 homo_energy_ev=-8.66 lumo_energy_ev=0.47
C -0.8658 -1.3516 -0.6253 -1.44 1.41 -0.43 0.10
N -1.7371 -0.5725 -0.7235 2.94 -2.72 0.52 -0.41
S -2.9194 0.4024 -0.6746 -2.00 1.74 -0.06 0.06
H -0.0303 -1.9159 -0.9195 0.53 -0.39 -0.02 0.25
S 2.1222 0.6062 0.8707 0.16 -0.44 -0.02 -0.29
H 1.1664 1.0070 1.7001 -0.24 0.06 0.20 0.15
H 2.2641 1.8244 0.3721 0.05 0.36 -0.19 0.14

7
Properties=species:S:1:pos:R:3:forces:R:3:nbo_charge:R:1 method="wB97M-V/def2-TZVPD" gap_ha="0.2192 / 0.2192" homo_energy_ev="-8.59 / -8.59" lumo_energy_ev="-2.62 / -2.62"
C 3.3736 0.4887 -0.0419 0.50 1.38 0.34 -0.01
N 3.6133 1.6211 0.0058 0.01 0.13 -0.20 -0.42
Si -0.0494 -0.0490 -0.0174 2.98 -0.29 0.97 0.96
S 3.0283 -1.1073 0.0312 -1.90 -0.71 -0.42 -0.18
H -0.8016 0.1790 -1.2463 0.02 0.09 -0.09 -0.15
H 0.5225 1.0978 0.8292 -0.77 -0.81 -0.73 -0.09
H 0.1617 -1.4151 0.4880 -0.83 0.21 0.13 -0.11

11
Properties=species:S:1:pos:R:3:forces:R:3:nbo_charge:R:1 method="wB97M-V/def2-TZVPD" multiplicity=4 gap_ha="0.3404 / 0.2352" charge=-1 s_squared=3.765 homo_energy_ev="-5.62 / -5.41" lumo_energy_ev="3.65 / 0.99"
Ni 0.2963 -0.1780 0.6598 1.38 0.97 -3.79 1.54
P -1.0543 -0.8132 2.3632 -3.80 -1.91 4.23 2.39
O -0.1844 -1.8819 1.6327 0.85 -1.98 -0.12 -0.92
O -1.5844 -0.2276 1.0599 -2.38 0.51 -2.79 -1.02
O 0.0155 0.3079 2.5307 1.12 0.49 2.05 -1.14
O -2.0999 -1.4017 3.3771 3.51 2.19 -2.37 -1.06
C 0.9443 0.8896 -2.3760 -1.05 -0.84 1.34 -0.22
O 0.9854 -0.0095 -1.3017 0.11 -0.36 2.55 -0.99
H 0.7432 1.8895 -1.9914 0.12 0.45 -0.39 0.14
H 1.8468 0.8686 -2.9869 0.25 0.04 -0.01 0.14
H 0.0915 0.5564 -2.9674 -0.11 0.43 -0.70 0.14

6
Properties=species:S:1:pos:R:3:forces:R:3:nbo_charge:R:1 method="wB97M-V/def2-TZVPD" gap_ha=0.4179 charge=+1 homo_energy_ev=-17.79 lumo_energy_ev=-6.42
C 1.6438 -0.2359 0.3375 0.16 -0.17 0.14 0.80
O -0.5976 0.5136 0.2081 0.32 -0.11 -0.12 -0.98
O 2.5267 0.3124 -0.0418 -0.32 0.06 -0.05 -0.19
H -0.7823 1.4553 0.1093 -0.16 0.05 0.01 0.52
H -1.2712 0.0406 -0.2991 -0.09 0.16 -0.02 0.52
H 0.8614 -0.8475 0.7828 0.09 0.01 0.03 0.33

6
Properties=species:S:1:pos:R:3:forces:R:3:nbo_charge:R:1 method="wB97M-V/def2-TZVPD" gap_ha=0.4178 charge=+1 homo_energy_ev=-18.65 lumo_energy_ev=-7.28
C -0.8857 0.0804 -0.0832 0.44 1.35 0.64 0.32
O 1.3875 0.2359 -0.0999 2.46 1.81 -0.49 -0.29
O 0.2650 -0.4292 -0.0233 -4.43 -2.41 0.92 -0.07
H -1.6866 -0.6041 0.2917 0.71 0.32 -0.94 0.26
H -1.0776 1.1874 -0.2948 0.56 -1.51 0.14 0.25
H 1.9975 -0.4704 0.2095 0.26 0.44 -0.26 0.52

7
Properties=species:S:1:pos:R:3:forces:R:3:nbo_charge:R:1 method="wB97M-V/def2-TZVPD" gap_ha="0.2357 / 0.2359" charge=-1 homo_energy_ev="-3.32 / -3.31" lumo_energy_ev="3.10 / 3.11"
C 0.6738 -1.2687 -1.4516 -0.51 0.30 -1.78 -0.38
O -0.6186 0.0093 1.7997 0.05 0.41 0.19 -1.03
O 0.6675 2.0373 0.9347 -0.18 -1.03 0.28 -1.03
S -0.1860 0.8377 0.6539 -1.18 1.59 -1.45 1.43
H -0.1137 -2.0628 -1.6827 0.59 0.79 1.13 0.08
H 1.0494 -1.2289 -0.4539 0.04 -0.76 0.99 0.10
H -1.4725 1.6760 0.1998 1.19 -1.30 0.65 -0.17

10
Properties=species:S:1:pos:R:3:forces:R:3:nbo_charge:R:1 method="wB97M-V/def2-TZVPD" gap_ha="0.2816 / 0.2817" homo_energy_ev="-8.51 / -8.51" lumo_energy_ev="-0.85 / -0.85"
C -1.5409 0.0967 -0.4532 0.03 0.74 -0.63 -0.79
O 0.3014 1.3733 1.7434 0.05 -0.19 -0.30 -0.93
O 2.8554 -0.5524 0.2376 2.08 1.25 -0.11 -1.05
O 0.6551 -1.4316 -0.4153 0.02 0.12 0.65 -1.06
P 1.9381 -1.6058 0.5883 -2.36 -1.15 -0.75 1.54
S 0.9482 1.5574 0.4124 -0.73 0.39 -0.20 0.81
S 0.1635 0.3438 -0.9498 1.07 -0.55 0.03 0.68
H -2.0518 1.0023 -1.0331 0.64 -2.07 1.77 0.26
H -1.3950 0.1384 0.6542 -1.09 0.32 -0.67 0.28
H -1.8740 -0.9223 -0.7845 0.28 1.15 0.22 0.27

8
Properties=species:S:1:pos:R:3:forces:R:3:nbo_charge:R:1 method="wB97M-V/def2-TZVPD" gap_ha="0.2109 / 0.2110" charge=-1 homo_energy_ev="-1.79 / -1.79" lumo_energy_ev="3.95 / 3.95"
C -1.1816 0.6902 0.7456 1.00 -4.01 2.56 0.17
O 0.4184 -1.2980 -1.1069 0.14 -0.67 0.41 -0.92
O 2.6090 0.0116 -0.5058 -0.15 -0.25 0.04 -1.05
O -1.4396 -0.3587 1.4653 0.71 4.16 -2.77 -0.62
S 1.2416 0.1529 -1.1687 -0.01 1.18 -0.22 0.70
H -1.5530 0.8338 -0.2548 -0.81 -0.06 -0.44 0.13
H -0.3510 1.3829 0.9833 -0.53 -0.07 0.48 0.14
H 0.2561 -1.4148 -0.1581 -0.35 -0.28 -0.05 0.46

9
Properties=species:S:1:pos:R:3:forces:R:3:nbo_charge:R:1 method="wB97M-V/def2-TZVPD" gap_ha=0.2608 charge=-1 homo_energy_ev=-3.56 lumo_energy_ev=3.54
C 0.0449 0.9360 -0.2191 -1.58 -4.36 -0.60 -0.58
O -2.7444 1.2956 0.3884 0.89 0.13 0.10 -1.02
O -1.7209 -0.9446 0.1149 -0.54 0.93 -0.07 -1.02
O 2.2095 -1.6396 -0.1819 -0.46 -0.58 -1.96 -0.91
S 0.5162 -1.4179 -0.1113 -0.25 2.58 -0.08 0.29
S -1.8613 0.4538 -0.4607 0.26 -0.65 -0.64 1.47
H 0.2618 1.0635 0.7685 0.43 0.60 2.85 0.16
H 0.7040 1.4632 -0.8438 0.51 0.57 -1.35 0.17
H 2.5901 -1.2101 0.5451 0.75 0.78 1.75 0.45

9
Properties=species:S:1:pos:R:3:forces:R:3:nbo_charge:R:1 method="wB97M-V/def2-TZVPD" gap_ha=0.3845 homo_energy_ev=-9.72 lumo_energy_ev=0.74
O 1.9624 0.4646 -2.1950 1.13 0.97 0.26 -0.46
C 1.1688 -0.1004 -1.5799 -1.98 -0.99 2.46 0.68
O 0.9801 0.1109 0.0597 -0.24 -0.54 -4.16 -0.90
P -0.2486 -0.7568 0.7623 -0.16 0.67 -0.08 1.56
O -0.2391 0.0857 2.1526 -0.31 -0.27 0.24 -1.02
O -1.6587 -0.1556 0.0231 2.04 -0.50 -0.36 -1.02
H 0.4459 -0.8154 -2.0743 0.29 0.46 1.29 0.16
H -0.1759 1.0533 2.1308 0.11 -0.22 -0.35 0.51
H -2.2350 0.1138 0.7207 -0.89 0.42 0.71 0.49

9
Properties=species:S:1:pos:R:3:forces:R:3:nbo_charge:R:1 method="wB97M-V/def2-TZVPD" gap_ha=0.3383 homo_energy_ev=-9.55 lumo_energy_ev=-0.35
C 0.1093 -0.3508 -1.1793 0.19 -2.34 1.65 -1.00
O -0.8034 -1.6108 1.2382 0.47 -0.11 -0.61 -0.96
O 0.2325 1.7085 1.3461 0.44 2.52 0.39 -0.04
O 1.3480 0.8579 1.1788 -2.56 -3.11 -0.86 -0.49
O -0.9350 0.9262 1.1667 -0.07 -1.12 -0.46 -0.53
P -0.2622 -0.4258 0.5937 2.33 2.30 1.29 2.19
H -0.7574 0.1259 -1.5093 -1.37 0.99 -1.12 0.26
H 1.0176 0.2030 -1.3757 0.06 -0.16 -0.03 0.29
H 0.0507 -1.4341 -1.4592 0.49 1.04 -0.26 0.27

9
Properties=species:S:1:pos:R:3:forces:R:3:nbo_charge:R:1 method="wB97M-V/def2-TZVPD" gap_ha="0.2673 / 0.2672" charge=-1 homo_energy_ev="-3.35 / -3.35" lumo_energy_ev="3.93 / 3.93"
C 1.3687 -0.0472 -0.0709 4.12 -0.76 -1.53 -0.23
O -1.3488 1.4978 -0.0370 -0.31 -0.01 0.39 -0.96
O -3.0646 -0.1715 0.6318 -0.74 0.09 1.02 -0.95
O 0.6142 -1.0706 -0.5925 0.60 -0.64 -0.63 -0.35
O -0.4704 -1.3331 0.2705 -1.41 0.83 0.19 -0.59
S -2.0721 0.2649 -0.3034 1.85 -1.09 -1.07 1.65
H 0.8115 0.5147 0.5406 -1.98 2.16 2.38 0.19
H 1.7472 0.5757 -0.8812 -0.40 0.27 -0.51 0.14
H 2.4142 -0.2307 0.4421 -1.73 -0.85 -0.23 0.10

7
Properties=species:S:1:pos:R:3:forces:R:3:nbo_charge:R:1 method="wB97M-V/def2-TZVPD" gap_ha=0.3825 homo_energy_ev=-9.70 lumo_energy_ev=0.71
O -0.4014 -1.4095 -1.5381 0.04 0.60 -1.24 -1.03
P -0.5410 -0.2278 -0.6785 1.88 -1.65 0.57 1.53
C 0.7186 0.4024 0.4857 -2.74 -1.23 -1.13 -0.79
S -0.6031 -0.7258 1.2222 -1.51 0.34 1.92 -0.13
H -1.2461 0.8572 -1.0533 -0.91 0.89 -0.41 -0.06
H 1.4778 -0.2589 0.6844 2.71 -0.37 -0.15 0.25
H 0.5953 1.3623 0.8776 0.53 1.42 0.44 0.24

6
Properties=species:S:1:pos:R:3:forces:R:3:nbo_charge:R:1 method="wB97M-V/def2-TZVPD" gap_ha="0.2626 / 0.2839" homo_energy_ev="-8.10 / -8.33" lumo_energy_ev="-0.95 / -0.61"
C 1.2381 0.4083 0.6643 -0.03 -0.62 -1.35 -0.37
P -1.5993 -0.6145 0.1154 0.17 0.04 1.27 0.10
S 2.2012 -0.1010 -0.4623 -0.32 0.20 0.63 0.19
H 1.3383 1.2416 1.3383 -0.12 0.19 0.40 0.19
H -1.2298 -1.3983 -0.9666 0.34 -0.28 -0.56 -0.05
H -1.9486 0.4640 -0.6891 -0.04 0.48 -0.39 -0.05

7
Properties=species:S:1:pos:R:3:forces:R:3:nbo_charge:R:1 method="wB97M-V/def2-TZVPD" gap_ha=0.2503 homo_energy_ev=-7.52 lumo_energy_ev=-0.71
B -0.8943 1.0653 1.2329 1.41 0.77 1.87 0.12
C -0.5054 -1.5016 -0.1565 -0.64 -1.91 -0.81 -0.84
Br -1.5738 0.1186 -0.2262 -0.78 0.47 -0.19 0.44
H -1.5860 1.7095 2.0290 0.36 -0.49 -1.20 -0.03
H 0.3332 0.9036 1.4731 -1.57 0.09 -0.45 -0.03
H -0.3658 -1.8416 -1.2052 -0.08 0.65 0.35 0.18
H 0.4007 -1.1261 0.2345 1.29 0.41 0.43 0.16

9
Properties=species:S:1:pos:R:3:forces:R:3:nbo_charge:R:1 method="wB97M-V/def2-TZVPD" gap_ha=0.3792 homo_energy_ev=-10.46 lumo_energy_ev=-0.15
B -0.6970 0.7966 -0.4107 -3.48 -0.27 -3.59 0.36
C -0.0370 -0.8586 0.4221 -1.45 -2.88 2.02 -0.36
N 0.9958 -0.1773 0.0350 3.14 -0.82 -1.11 0.43
O 2.0817 -0.6125 -0.3237 -0.94 1.29 0.32 -0.36
O 0.5845 1.1088 -0.1169 4.80 0.57 0.27 -0.48
H -1.0116 0.5908 -1.6502 0.47 -0.20 1.85 -0.04
H -1.3656 1.3841 0.2811 -1.92 0.70 0.86 -0.09
H -0.6307 -0.2525 1.1001 -0.30 -0.43 0.33 0.27
H 0.0798 -1.9794 0.6632 -0.33 2.04 -0.95 0.26

11
Properties=species:S:1:pos:R:3:forces:R:3:nbo_charge:R:1 method="wB97M-V/def2-TZVPD" gap_ha=0.3287 homo_energy_ev=-8.71 lumo_energy_ev=0.24
N 1.0959 1.8484 -1.0620 0.85 0.20 -1.34 -0.77
C 0.5767 0.7110 -0.6023 -0.58 0.31 -0.27 -0.07
S 0.3652 -0.6940 -1.4084 0.37 -0.50 -0.91 -0.12
S -0.1128 0.9258 0.9666 -0.09 -0.41 0.82 0.00
B -0.5460 -0.9361 1.0126 -0.06 0.68 -0.06 0.94
O 0.3976 -1.8048 1.3710 1.87 3.59 1.80 -0.88
O -1.8409 -1.3029 0.9418 -1.85 0.88 -1.89 -0.91
H 0.7436 2.6469 -0.6020 0.14 1.12 0.39 0.39
H 1.4513 1.9897 -2.0147 -0.45 -0.56 0.72 0.41
H 0.1900 -2.6453 1.1448 -1.01 -4.22 -0.93 0.49
H -2.3206 -0.7388 0.2526 0.80 -1.10 1.67 0.51

15
Properties=species:S:1:pos:R:3:forces:R:3:nbo_charge:R:1 method="wB97M-V/def2-TZVPD" gap_ha=0.2094 charge=+3 homo_energy_ev=-17.96 lumo_energy_ev=-12.26
Na 1.7161 -2.4981 -1.4206 0.08 -0.19 -0.51 0.99
Na -1.0955 -2.2390 -3.3701 -0.13 0.73 -0.80 0.98
Na -1.4864 1.3572 0.4094 0.40 0.57 0.12 0.97
Na -3.1253 -1.7774 -0.6024 -0.28 0.46 0.19 0.99
Na 2.6285 0.7719 -2.1644 -0.44 0.80 -0.59 0.98
Na 1.7042 -0.2040 1.1157 -0.43 0.81 1.09 0.96
C -0.1656 -0.0403 -1.7975 -0.05 -1.01 0.07 0.94
O -1.4103 -0.3336 -1.5689 0.17 -0.38 0.30 -0.97
O 0.5223 0.7018 -1.0238 0.17 -0.15 0.51 -0.91
O 0.4430 -0.6170 -2.7948 0.52 -1.19 0.41 -0.99
B 0.0429 1.0144 2.6491 0.17 -0.37 0.23 -0.75
H -0.3513 1.7927 3.4547 -0.02 0.26 -0.10 0.08
H 0.7181 1.4634 1.7766 0.27 1.01 -0.83 -0.12
H 0.7338 0.2006 3.1864 0.34 -0.68 0.33 -0.02
H -0.8743 0.4073 2.1504 -0.75 -0.67 -0.43 -0.14

8
Properties=species:S:1:pos:R:3:forces:R:3:nbo_charge:R:1 method="wB97M-V/def2-TZVPD" gap_ha=0.3387 homo_energy_ev=-9.51 lumo_energy_ev=-0.30
C -1.6110 0.0310 -0.2877 1.44 0.12 -4.45 -0.89
Si 0.0890 -0.0702 0.4694 -0.47 3.61 -0.38 0.93
Br -2.5371 -1.5711 -0.0230 -0.60 -0.74 -0.04 0.12
Br -2.6430 1.5742 0.0592 0.10 0.17 0.09 0.13
H -1.1385 0.1746 -1.9770 -1.22 -0.48 3.75 0.18
H 0.7573 1.1851 -0.0999 0.02 -0.99 0.10 -0.15
H 0.8299 -1.2526 0.4187 0.63 -1.46 -0.30 -0.14
H -0.2488 0.4054 1.7780 0.10 -0.22 1.24 -0.17

What are the E_tot values for these records? In order: -24243.4415; -24243.9026; -21285.0756; -61655.8205; -5171.1007; -5167.9068; -16011.3809; -38185.5983; -18062.3172; -28896.6666; -18564.9317; -18558.9531; -20108.3579; -23256.2515; -21205.3735; -71815.8960; -7358.3460; -29036.7544; -34397.2575; -149060.8648 eV.